A cluster of 5 separate species, C41H63F14N3O13S2 in total at a distorted geometry. Source: the Open Molecules 2025 dataset; level of theory: ωB97M-V with the def2-TZVPD basis set.

Properties
SMILES string ... CCCCO[C@@]1(CCCO)C(=O)N[C@](CCCSC(=S)N(CC)CC)(CC(=O)F)[C@]1(F)CC(=O)N(C)C.CCOC(=O)C(F)(F)F.CCOC(=O)C(F)(F)F.CCOC(=O)C(F)(F)F.CCOC(=O)C(F)(F)F
Gap between HOMO and LUMO ... 8.551 eV
Lowest unoccupied orbital energy ... 0.22 eV
Total energy ... -4937.02459 a.u.
E_HOMO ... -0.30619 hartree

```
! RIJCOSX wB97M-V def2-TZVPD def2/J DEFGRID3
* xyz 0 1
H 0.4312 4.2312 0.8020
H -4.2764 -4.1997 -6.2499
C -0.3938 4.2506 1.5113
C 6.6704 -1.2580 4.7674
C -2.2630 4.2606 -1.7718
H -2.9140 0.4578 -1.0300
H 5.9276 -3.2681 4.7471
H -5.2036 1.9513 -0.5325
H -1.5784 -2.7926 -5.8995
H -0.1013 -4.6608 2.1131
F 2.6476 4.4909 -7.3575
O -2.6069 -6.2041 -6.7870
H -1.4760 -4.1749 1.1256
H -4.4989 2.9250 -1.7770
O 3.3130 4.5663 -4.7875
O -5.0578 4.4874 0.7111
N -3.2937 3.6575 -3.9141
H -2.9147 5.7273 -3.6708
C 3.9447 4.4557 -7.0391
F -0.1869 -7.0724 -4.8923
C -2.0550 -5.9277 -5.7649
S 0.5048 0.4172 1.1976
C -4.2496 2.1971 -1.0056
O 0.3604 5.8666 -1.1140
H 2.3912 -3.5893 0.9652
H -5.6065 0.3365 -2.4473
H -1.7446 6.6667 1.1976
C -3.9458 1.6757 2.0410
H -1.1443 2.5007 2.6245
H 2.8027 6.6676 -2.1927
H -6.4868 -1.0128 2.6094
H 7.3497 -1.3897 3.9286
H 6.5585 -8.9161 2.3140
H -1.0228 -1.8704 1.3209
C 4.3983 -7.3160 3.3973
C 3.4202 5.0261 -3.4201
O -4.3701 -1.3140 -2.4993
H -5.1970 -0.3892 -0.8901
C -4.7903 -0.1069 -1.8664
H 4.4690 5.0265 -3.1265
C -1.6915 4.5561 0.7374
H -3.2040 5.3984 1.9659
C -3.3281 5.0446 -4.4085
C -3.6687 -3.3392 -5.9743
F 4.6270 5.1283 -7.9571
C -3.8031 0.2958 2.6360
F 0.0094 7.7139 0.0248
F -1.8438 -6.7280 -3.5373
H 0.1571 -3.9539 0.5101
C -0.2097 3.0037 2.4030
H 3.3064 7.1453 -3.8204
H 1.4048 2.5182 1.0367
O -1.7623 -4.7188 -5.3106
F 4.3489 3.1796 -7.0536
H -3.2408 4.7456 -1.7316
O 4.7520 -6.9008 2.3350
H -3.8851 -3.0937 -4.9337
F 4.4392 2.5548 6.3586
C -2.2000 -3.6430 -6.1698
F -1.0288 2.6134 -0.5735
H 6.4508 -10.0866 3.6346
H -3.9625 -2.4966 -6.5992
O 6.1805 0.0948 4.6235
F 2.6674 -6.3846 4.7013
S 0.9851 -0.0912 4.1037
H 1.6028 1.8451 2.6445
C 6.0415 -9.8086 2.6633
H -3.5454 1.7057 -4.6428
H -2.3951 6.3252 -0.3817
C -3.3460 2.8291 0.0469
H -6.2587 -1.5863 4.2466
F 4.5468 -6.7774 5.7124
H -5.0984 -2.0385 2.9939
H 2.4231 -2.1695 3.5159
N 0.8910 -1.9527 2.1218
O 5.5861 0.1776 6.8024
O 5.0797 5.8285 -5.4164
H -4.1743 2.9854 -5.6712
C 0.8737 2.0479 1.8633
H -3.8138 2.4311 2.8242
C 5.5363 -2.2547 4.7187
H -2.7410 5.1380 -5.3243
F 6.2582 2.8797 5.2285
C 2.6828 -3.6932 2.0077
H -5.5868 0.8770 3.7081
C 3.9989 -6.3830 4.5614
C 5.6678 0.6478 5.7081
H 4.8644 -2.1193 5.5655
C -0.4584 -2.5196 1.9889
C 4.5522 -9.5709 2.7664
H 2.6400 -4.7407 2.2952
O -1.3157 2.6437 -3.2872
F 4.3943 -5.1417 4.2998
C 1.7979 -2.8144 2.9093
H -4.9596 1.7839 1.6426
C -2.0469 3.5351 -0.4461
O 4.2441 -8.5738 3.7679
H 1.2036 -3.4454 3.5734
F 4.4882 2.1058 4.2415
N -2.9117 4.4988 1.5982
O -2.9689 1.8775 1.0207
C -1.5987 6.0470 0.3145
H -3.9143 -0.4142 1.8169
C -0.4560 -3.9127 1.4056
H -0.2432 5.1458 2.1226
H -1.9778 -3.9168 -7.2002
H 7.2429 -1.3373 5.6906
C -0.3183 6.4700 -0.3371
H -3.5592 -1.1371 -2.9855
H 2.8979 4.2704 -2.8383
F -2.0278 -8.1926 -5.1120
H -0.9669 -2.5084 2.9616
H 0.1799 3.3523 3.3604
H 6.2358 -10.6161 1.9586
H 4.0320 -10.4630 3.1059
C 0.8383 -0.6120 2.5553
H -2.8139 0.1873 3.0756
C -2.2127 3.4247 -3.0435
H -4.3540 5.3502 -4.6074
C -3.9445 4.0078 0.8024
H 1.7445 6.3567 -3.5708
C 5.1926 2.0806 5.3757
H -4.4815 -0.0476 4.6778
H -1.5079 5.0307 -1.8899
H -2.4286 2.6986 -5.6099
H 4.1239 -9.2605 1.8145
C -5.7278 -1.2302 3.3631
H 3.7190 -3.3655 2.0790
H 4.9597 -2.1261 3.8020
C -3.3467 2.7072 -5.0185
C 2.7830 6.3838 -3.2428
C -3.6809 0.9161 -1.6535
C -4.9064 0.0203 3.6758
C 4.1926 5.0602 -5.6383
C -1.5203 -7.0069 -4.7975
H -3.2189 1.1285 -2.6189
*
```

Mulliken population analysis, charges in e, atoms 1 to 4:
1 H 0.599
2 H 0.353
3 C -1.880
4 C -0.510